{
  "formula": "C5H25NO8",
  "method": "the ωB97M-V functional and the def2-TZVPD basis",
  "species": ["C", "C", "C", "C", "N", "C", "H", "H", "H", "H", "H", "H", "H", "H", "H", "H", "H", "O", "H", "H", "O", "H", "H", "O", "H", "H", "O", "H", "H", "O", "H", "H", "O", "H", "H", "O", "H", "H", "O"],
  "xyz": [[-2.07922, -1.27335, -1.42636], [-1.10468, -1.04972, -0.30142], [-0.67215, 0.37142, -0.48108], [0.29945, 0.98792, 0.24758], [0.52050, 2.41016, 0.34570], [1.71781, 2.87817, 0.56135], [-2.03850, -0.51220, -2.25684], [-3.04110, -1.25282, -0.98541], [-1.89343, -2.27414, -1.88354], [-0.36642, -1.80695, -0.34286], [-1.41382, -1.18375, 0.88343], [-1.29229, 0.93495, -1.25157], [1.00074, 0.30502, 0.85532], [1.70171, 4.00023, 0.74964], [2.54135, 2.17988, 0.53729], [-0.97836, 3.06200, -3.05005], [0.12504, 2.84126, -2.04290], [-0.57971, 2.45408, -2.56658], [-2.00035, 2.07271, 1.18884], [-0.84952, 2.59485, 2.01650], [-1.76698, 2.22490, 2.08484], [-0.20953, 0.31084, -2.80250], [-0.18931, -0.46243, -4.05710], [0.37026, -0.11705, -3.37645], [-2.28058, -0.36785, 3.39090], [-1.67608, 0.58014, 2.52724], [-1.84200, -0.36428, 2.62585], [2.98446, -0.85125, 2.13437], [3.26488, -0.51873, 0.72772], [3.26849, -0.12891, 1.50675], [2.53996, -2.14447, -2.28896], [1.34249, -1.12427, -2.43815], [1.65894, -1.80275, -1.94131], [-0.77989, -2.22255, 3.06544], [0.18002, -1.11950, 3.25824], [0.20978, -2.00556, 3.15286], [0.90277, -2.60020, 1.32211], [0.96329, -2.36671, -0.25458], [1.46200, -2.65910, 0.56570]],
  "relative_energy_ev": 5.4807,
  "charge": 0,
  "gap_ev": 9.048
}

---

{
  "formula": "C28H30Cl36IN2O",
  "method": "the ωB97M-V functional and the def2-TZVPD basis",
  "species": ["C", "C", "C", "C", "C", "C", "C", "C", "C", "N", "C", "C", "C", "C", "C", "C", "N", "C", "C", "C", "C", "O", "I", "H", "H", "H", "H", "H", "H", "H", "H", "H", "H", "H", "H", "H", "H", "H", "H", "H", "H", "H", "H", "H", "H", "H", "H", "H", "H", "H", "H", "H", "H", "C", "Cl", "Cl", "Cl", "Cl", "C", "Cl", "Cl", "Cl", "Cl", "C", "Cl", "Cl", "Cl", "Cl", "C", "Cl", "Cl", "Cl", "Cl", "C", "Cl", "Cl", "Cl", "Cl", "C", "Cl", "Cl", "Cl", "Cl", "C", "Cl", "Cl", "Cl", "Cl", "C", "Cl", "Cl", "Cl", "Cl", "C", "Cl", "Cl", "Cl", "Cl"],
  "xyz": [[2.51173, -0.67293, 1.06424], [3.64208, 0.06031, 0.14028], [3.13088, 1.51516, -0.30812], [3.40778, 1.89421, -1.83906], [2.64589, 0.99741, -2.93133], [1.28236, 0.31720, -2.45063], [-0.01165, 1.30224, -2.54201], [-1.27215, 0.40672, -2.10770], [-2.65077, 0.52423, -2.98704], [-3.51979, -0.45467, -2.19511], [-5.02592, -0.21121, -2.23963], [-3.10667, -0.49721, -0.75373], [-2.91256, -1.91593, -0.02998], [-3.93635, -2.38720, 1.02316], [-3.54949, -3.77042, 1.57606], [-2.29484, -4.46558, 1.06924], [-1.30036, -4.05452, 0.13838], [-1.70172, -2.78060, -0.34587], [-1.93023, 0.59510, -0.65695], [-1.00413, 0.66510, 0.64825], [-1.66822, 1.79988, 1.59448], [-1.23120, 2.97646, 1.62154], [-3.41614, 1.35907, 2.85469], [1.96054, -1.49053, 0.47466], [1.69601, 0.06532, 1.41194], [2.96247, -1.13380, 2.01202], [4.53965, 0.20772, 0.85612], [3.97104, -0.62240, -0.71267], [2.01367, 1.65366, -0.11608], [3.72529, 2.27786, 0.32723], [3.22343, 2.99891, -2.08282], [4.54132, 1.72950, -2.01671], [2.45677, 1.57481, -3.91707], [3.35931, 0.12991, -3.21655], [1.33530, -0.21242, -1.43584], [1.05336, -0.51956, -3.21938], [0.08144, 2.19438, -1.81733], [-0.16639, 1.67386, -3.62154], [-0.92704, -0.65309, -2.43118], [-2.95097, 1.63322, -2.93884], [-2.53433, 0.06160, -4.02726], [-3.44573, -1.31668, -2.76878], [-5.30709, 0.83170, -1.87030], [-5.46110, -0.43316, -3.28654], [-5.50444, -0.95988, -1.50405], [-3.92792, -0.01826, -0.09183], [-4.85135, -1.78963, 1.33429], [-4.20570, -4.27297, 2.36436], [-2.10211, -5.51568, 1.51106], [-0.96910, -2.33025, -1.11983], [-2.51124, 1.59834, -0.66595], [0.00723, 1.08743, 0.31965], [-0.88969, -0.33674, 1.19219], [-3.68469, 2.74253, -6.45853], [-4.31356, 4.35475, -6.85087], [-2.15343, 2.90436, -5.56826], [-4.86823, 1.87370, -5.45259], [-3.40387, 1.83443, -7.95780], [4.56578, -4.52056, 1.95567], [4.57119, -4.67145, 3.72556], [2.91980, -4.14926, 1.40016], [5.66324, -3.20891, 1.46535], [5.10888, -6.04718, 1.22973], [1.44685, 4.43084, 3.82186], [1.38809, 5.57878, 2.46569], [2.40135, 5.12934, 5.14670], [-0.20250, 4.10008, 4.39262], [2.20284, 2.91480, 3.28204], [5.34946, -0.90787, 5.61075], [4.69989, 0.69761, 5.21066], [6.85597, -0.72428, 6.53375], [4.16206, -1.80087, 6.58580], [5.67726, -1.80422, 4.11204], [-5.62549, -0.89726, 5.85483], [-6.26536, 0.71573, 5.46900], [-4.09400, -0.73086, 6.73805], [-6.79730, -1.77372, 6.85987], [-5.34513, -1.80048, 4.34806], [-4.73401, 4.95896, 0.45122], [-5.36154, 6.57137, 0.05645], [-3.20626, 5.12211, 1.33605], [-5.90850, 4.08650, 1.45764], [-4.45404, 4.04896, -1.05360], [2.32695, -3.37250, -3.74138], [2.33702, -3.52596, -1.97183], [0.67801, -2.99227, -4.29202], [3.43418, -2.07119, -4.23619], [2.85365, -4.90263, -4.47075], [8.35628, -8.76648, 1.60226], [6.91504, -8.99392, 0.58643], [8.14797, -9.64791, 3.13027], [9.78481, -9.38824, 0.74956], [8.57574, -7.03636, 1.94172], [-1.43118, 8.07057, -0.95172], [-0.81305, 9.57131, -1.67308], [-0.22660, 7.41581, 0.17952], [-2.94017, 8.40730, -0.07863], [-1.74550, 6.88142, -2.23546]],
  "relative_energy_ev": 4.3960,
  "charge": 1,
  "gap_ev": 9.322
}

---

{
  "formula": "C3H5NO3",
  "method": "the ωB97M-V functional and the def2-TZVPD basis",
  "species": ["C", "C", "C", "H", "H", "H", "H", "H", "N", "O", "O", "O"],
  "xyz": [[-0.60925, 0.69014, 0.48679], [0.81996, 0.52996, -0.03442], [-0.80072, -0.84949, 0.33461], [-1.24187, 2.23784, -0.20049], [-0.56088, 1.14817, 1.55435], [1.05170, 1.04648, -0.98766], [1.56557, 0.54183, 0.74756], [1.38492, -2.11069, -1.39786], [0.48576, -0.94434, -0.28772], [-1.54821, 1.35112, -0.35568], [1.17004, -2.06364, -0.38856], [-1.71702, -1.57738, 0.52907]],
  "relative_energy_ev": 4.2254,
  "charge": 0,
  "gap_ev": 9.997
}

---

{
  "formula": "C5H9NO",
  "method": "the ωB97M-V functional and the def2-TZVPD basis",
  "species": ["C", "C", "C", "N", "C", "C", "O", "H", "H", "H", "H", "H", "H", "H", "H", "H"],
  "xyz": [[-0.27267, 1.24113, 1.29478], [-0.95628, -0.06462, 0.84939], [-1.06097, -0.15380, -0.68782], [0.20644, -0.89447, -0.69261], [1.34427, -0.53084, -1.50787], [0.22914, -1.02529, 0.69163], [1.01382, -1.56632, 1.42704], [0.74749, 1.28806, 0.88913], [-0.18579, 1.28172, 2.38187], [-0.80117, 2.13304, 0.94892], [-1.82458, -0.34260, 1.45477], [-1.89663, -0.75432, -1.06691], [-1.02249, 0.79970, -1.22728], [1.27052, 0.53685, -1.77249], [2.26763, -0.66726, -0.92612], [1.40969, -1.11226, -2.43381]],
  "relative_energy_ev": 1.3049,
  "charge": 0,
  "gap_ev": 10.233
}

---

{
  "formula": "C12H29Cl2N2OP2STi",
  "method": "the ωB97M-V functional and the def2-TZVPD basis",
  "species": ["C", "C", "H", "H", "H", "O", "Cl", "Ti", "P", "C", "C", "H", "H", "H", "H", "H", "H", "C", "H", "H", "H", "P", "C", "C", "H", "H", "H", "C", "H", "H", "H", "H", "H", "H", "Cl", "S", "C", "N", "C", "C", "C", "N", "H", "H", "H", "H", "H", "H", "H", "H"],
  "xyz": [[2.53633, -0.25783, -4.09614], [1.33235, -0.21001, -3.22466], [3.37862, 0.12224, -3.45088], [2.43951, 0.28377, -5.07348], [2.76335, -1.31665, -4.33676], [1.42582, 0.00390, -1.96820], [-0.15254, -0.96705, -3.79495], [0.19358, 0.13421, -0.34547], [-0.78389, 2.24134, -1.51033], [-0.25757, 3.73157, -0.57981], [-0.29740, 2.75244, -3.20553], [-0.77567, 3.72006, -3.42667], [-2.84646, 3.37478, -2.09258], [-0.61095, 2.00220, -3.94233], [-2.97324, 1.60671, -2.29781], [0.84000, 3.76198, -0.54470], [0.79393, 2.85852, -3.23454], [-2.58965, 2.40336, -1.65188], [-0.63735, 4.63568, -1.07902], [-3.05078, 2.30180, -0.66714], [-0.62781, 3.68426, 0.45203], [0.86901, -2.38022, -0.49417], [1.85875, -2.69431, 0.99968], [-0.47856, -3.59291, -0.45354], [1.40000, -3.15419, -2.77366], [2.14148, -4.17153, -1.49500], [2.86183, -2.57498, -1.89359], [1.91949, -3.13547, -1.80275], [-1.15111, -3.44059, -1.30116], [-0.03004, -4.58902, -0.51523], [2.21781, -3.73146, 0.97500], [1.24244, -2.52046, 1.88904], [-1.04191, -3.47206, 0.47165], [2.71146, -2.00538, 1.03343], [-1.99739, -0.52501, 0.15150], [1.38214, 0.95930, 1.31644], [0.18939, 0.69584, 2.61668], [0.46206, -0.26040, 3.52499], [-0.42579, -0.54667, 4.65923], [-1.83617, -0.20753, 4.28906], [-1.95617, 1.18559, 3.75775], [-0.91298, 1.41936, 2.73068], [1.35573, -0.72751, 3.43786], [-0.09115, 0.03832, 5.52383], [-0.29442, -1.61604, 4.90655], [-2.46767, -0.33575, 5.16362], [-2.19965, -0.90030, 3.53596], [-1.82716, 1.95348, 4.52561], [-2.92015, 1.35467, 3.26984], [-1.08148, 2.10798, 2.02154]],
  "charge": 3,
  "gap_ev": 7.767
}

---

{
  "formula": "N2",
  "method": "the ωB97M-V functional and the def2-TZVPD basis",
  "species": ["N", "N"],
  "xyz": [[0.52402, -0.24948, 0.20881], [-0.52402, 0.24948, -0.20881]],
  "relative_energy_ev": 0.1321,
  "charge": -1,
  "gap_ev": [6.497, 12.331],
  "multiplicity": 2,
  "s2": 0.753
}